Formula: C45H89CsN5O11
Source: the OMol25 dataset
Level of theory: ωB97M-V/def2-TZVPD

The total charge is -1. The calculation puts the HOMO energy at -3.861 eV. The lowest unoccupied orbital energy is 1.5 eV.

```
151
Properties=species:S:1:pos:R:3:lowdin_charge:R:1
Cs 2.25 1.13 -0.98 1.09
C -0.89 -0.41 2.53 0.01
C 0.03 0.35 1.84 -0.37
C 1.14 1.11 2.54 -0.41
O 1.85 1.97 1.90 -0.19
C 1.43 0.77 3.86 -0.01
C 0.56 -0.11 4.60 -0.40
C -0.59 -0.81 3.87 -0.37
O -1.25 -1.66 4.47 0.01
O 0.78 -0.43 5.75 0.02
O -0.10 0.57 0.56 -0.27
H -1.67 -0.92 2.09 0.06
H 2.30 1.20 4.47 0.13
C -0.49 -2.59 -3.99 -0.04
C 0.20 -2.34 -2.67 -0.47
C 0.21 -3.68 -1.75 -0.09
C 1.25 -4.73 -2.19 -0.18
C 2.63 -4.06 -2.08 -0.10
C 2.72 -2.81 -3.07 -0.47
N 1.63 -1.86 -2.76 -0.09
O 1.77 -0.70 -3.58 -0.13
C 4.05 -2.06 -2.71 -0.02
C 2.82 -3.21 -4.52 -0.03
C -0.64 -1.30 -1.98 -0.05
H -0.40 -1.73 -4.70 0.10
H -1.53 -2.71 -3.78 0.07
H -0.11 -3.46 -4.56 0.07
H 0.49 -3.42 -0.69 0.12
H -0.84 -4.05 -1.62 0.12
H 0.97 -5.20 -3.12 0.10
H 1.25 -5.52 -1.50 0.08
H 3.52 -4.61 -2.32 0.10
H 2.75 -3.84 -0.98 0.13
H 3.90 -1.76 -1.71 0.06
H 4.87 -2.78 -2.66 0.08
H 4.34 -1.27 -3.38 0.07
H 1.86 -3.32 -5.04 0.08
H 3.49 -2.72 -5.19 0.08
H 3.19 -4.20 -4.57 0.07
H -0.19 -1.08 -0.99 0.07
H -1.58 -1.73 -1.70 0.08
H -0.85 -0.45 -2.54 0.07
H 1.57 -0.99 -4.48 0.08
C -2.25 -5.40 0.98 -0.03
C -3.02 -4.55 2.03 -0.52
C -3.21 -3.12 1.54 -0.12
C -4.34 -3.01 0.44 -0.18
C -5.60 -3.63 0.94 -0.17
C -5.43 -5.09 1.44 -0.46
N -4.35 -5.07 2.47 -0.07
O -4.27 -6.42 3.00 -0.05
C -6.78 -5.49 2.12 -0.05
C -5.25 -6.12 0.23 -0.02
C -2.17 -4.49 3.28 -0.05
H -1.18 -5.10 1.00 0.09
H -2.68 -5.41 -0.07 0.08
H -2.24 -6.36 1.37 0.04
H -3.43 -2.49 2.40 0.12
H -2.26 -2.83 1.08 0.11
H -4.05 -3.43 -0.61 0.12
H -4.49 -1.92 0.25 0.11
H -6.44 -3.66 0.25 0.12
H -5.86 -3.06 1.83 0.12
H -7.03 -4.85 2.97 0.08
H -7.61 -5.42 1.43 0.07
H -6.74 -6.49 2.50 0.06
H -4.79 -7.02 0.48 0.05
H -6.19 -6.35 -0.25 0.07
H -4.66 -5.69 -0.61 0.06
H -1.84 -5.51 3.51 0.08
H -2.82 -4.18 4.14 0.11
H -1.26 -3.86 3.27 0.09
H -4.11 -6.22 3.94 0.11
C -2.76 2.06 -1.27 -0.04
C -3.19 2.98 -0.11 -0.52
C -4.38 2.31 0.60 -0.13
C -4.87 3.00 1.90 -0.17
C -3.64 3.22 2.79 -0.14
C -2.39 3.83 2.12 -0.51
N -2.15 3.06 0.90 -0.02
O -0.81 3.21 0.26 -0.09
C -2.50 5.36 2.04 -0.05
C -1.15 3.59 3.03 0.00
C -3.68 4.28 -0.76 -0.03
H -2.43 1.10 -0.86 0.08
H -1.89 2.49 -1.84 0.08
H -3.46 1.89 -2.08 0.07
H -5.05 2.21 -0.25 0.11
H -4.09 1.26 0.90 0.14
H -5.66 2.48 2.40 0.09
H -5.39 4.01 1.71 0.12
H -3.30 2.25 3.14 0.11
H -3.96 3.74 3.73 0.13
H -3.35 5.78 1.49 0.06
H -2.52 5.79 3.04 0.08
H -1.61 5.75 1.46 0.10
H -1.29 4.08 3.99 0.09
H -1.29 2.53 3.27 0.08
H -0.26 3.73 2.43 0.07
H -2.84 5.00 -0.84 0.08
H -4.39 4.89 -0.26 0.05
H -3.87 4.04 -1.84 0.09
H -0.27 2.44 0.57 0.05
C 5.90 1.50 -2.66 -0.12
O 6.10 1.49 -1.26 -0.22
C 5.72 2.77 -0.62 -0.19
C 5.57 2.46 0.87 -0.19
N 4.59 1.33 1.00 -0.12
C 5.27 0.22 1.59 -0.22
C 4.34 -0.86 2.25 -0.19
O 3.26 -1.04 1.37 -0.24
C 2.38 -2.11 1.65 -0.08
H 6.04 2.51 -3.04 0.08
H 4.93 1.12 -2.90 0.04
H 6.68 0.85 -3.10 0.10
H 4.70 3.08 -0.96 0.09
H 6.50 3.49 -0.91 0.12
H 5.38 3.31 1.56 0.12
H 6.56 2.18 1.15 0.10
H 3.87 1.74 1.61 0.07
H 6.01 0.42 2.39 0.12
H 5.82 -0.21 0.70 0.13
H 3.96 -0.55 3.24 0.13
H 4.95 -1.73 2.35 0.10
H 2.89 -3.05 1.55 0.08
H 1.56 -2.07 0.90 0.08
H 1.87 -2.03 2.59 0.08
C 2.11 2.34 -4.87 -0.15
O 1.80 3.42 -4.08 -0.21
C 0.50 3.28 -3.42 -0.20
C 0.33 4.42 -2.41 -0.15
N 1.57 4.40 -1.53 -0.06
C 1.44 5.06 -0.25 -0.20
C 2.76 5.27 0.49 -0.23
O 3.58 6.24 -0.07 -0.17
C 4.89 6.28 0.43 -0.10
H 2.23 1.32 -4.32 0.09
H 3.06 2.60 -5.31 0.08
H 1.34 2.30 -5.68 0.10
H 0.46 2.32 -2.92 0.06
H -0.23 3.36 -4.18 0.11
H -0.46 4.24 -1.72 0.07
H 0.10 5.39 -2.90 0.13
H 2.32 4.83 -2.06 0.10
H 0.78 4.48 0.39 0.09
H 1.13 6.09 -0.38 0.12
H 3.35 4.35 0.48 0.10
H 2.49 5.50 1.50 0.12
H 4.90 6.30 1.49 0.08
H 5.26 7.25 0.20 0.08
H 5.51 5.43 0.09 0.08
```

---

Formula: AlH38O19
Source: the OMol25 dataset
Level of theory: ωB97M-V/def2-TZVPD

For the energy above the lowest of the compared OMol25 structures with the same formula, charge and spin, the calculation gives 0.0 kcal per mole. The total charge is +3. The calculation puts the HOMO energy at -19.062 eV. The lowest unoccupied orbital energy is -14.4 eV.

```
58
Properties=species:S:1:pos:R:3:nbo_charge:R:1
Al -15.73 13.14 -23.56 1.88
O -12.89 13.01 -24.78 -0.94
H -12.49 12.22 -25.14 0.50
H -12.31 13.72 -25.05 0.49
O -16.12 13.86 -26.53 -0.86
H -15.31 14.01 -27.01 0.51
H -16.77 14.40 -26.97 0.50
O -13.94 14.02 -28.13 -0.97
H -14.19 14.38 -28.98 0.50
H -13.30 13.34 -28.34 0.50
O -17.11 9.57 -26.40 -0.97
H -17.46 9.54 -27.30 0.50
H -17.25 8.68 -26.06 0.50
O -15.68 15.70 -21.82 -0.94
H -14.98 16.35 -21.83 0.49
H -16.33 16.05 -21.21 0.50
O -14.38 15.62 -24.80 -0.94
H -14.44 16.56 -24.65 0.50
H -13.67 15.52 -25.43 0.49
O -18.41 13.52 -22.04 -0.94
H -19.30 13.32 -22.35 0.50
H -18.51 13.65 -21.10 0.47
O -15.05 11.00 -25.69 -0.92
H -15.89 10.59 -25.88 0.51
H -14.47 10.68 -26.37 0.49
O -19.53 10.40 -23.17 -0.97
H -19.99 10.44 -22.34 0.51
H -20.13 10.80 -23.80 0.50
O -19.60 14.03 -26.36 -0.96
H -19.14 14.08 -27.20 0.49
H -19.85 14.94 -26.17 0.49
O -16.03 12.99 -20.56 -0.91
H -15.67 12.39 -19.91 0.51
H -16.88 13.24 -20.20 0.47
O -13.90 10.78 -22.86 -0.93
H -12.94 10.67 -22.85 0.50
H -14.24 9.92 -22.61 0.50
O -13.09 13.70 -21.89 -0.90
H -13.19 14.36 -21.20 0.49
H -12.25 13.88 -22.29 0.50
O -18.09 12.08 -24.89 -0.93
H -18.44 11.22 -24.66 0.49
H -18.81 12.52 -25.34 0.52
O -16.87 16.50 -27.45 -0.95
H -16.70 16.91 -26.60 0.47
H -16.15 16.79 -28.00 0.48
O -17.51 15.46 -24.05 -0.93
H -18.33 15.75 -23.65 0.50
H -17.17 16.24 -24.50 0.51
O -16.19 17.72 -24.77 -0.99
H -16.21 18.15 -23.92 0.51
H -16.05 18.44 -25.39 0.51
O -16.99 10.14 -19.83 -0.95
H -16.37 10.12 -19.10 0.50
H -17.57 10.88 -19.62 0.47
O -16.96 10.55 -22.58 -0.90
H -17.86 10.35 -22.84 0.50
H -16.92 10.36 -21.65 0.51
```

---

Formula: C23H19Cl56NO2P
Source: the OMol25 dataset
Level of theory: ωB97M-V/def2-TZVPD

The calculation puts the HOMO energy (alpha / beta) at -9.128 / -9.861 eV. The lowest unoccupied orbital energy (alpha / beta) is -0.1 / -0.6 eV. The multiplicity is 2. As for the expectation value of S²: 0.755.

```
102
Properties=species:S:1:pos:R:3:mulliken_spin:R:1
C -1.50 -0.15 5.26 0.03
C -0.29 -0.11 4.15 0.00
C -0.66 1.18 3.15 0.00
C -0.42 -1.44 3.21 0.01
C 0.62 -2.65 3.53 0.00
P 0.90 -3.58 1.84 0.00
O 1.25 -2.56 0.66 0.00
C 2.10 -2.11 3.98 0.02
C 1.82 -1.02 5.21 -0.01
C 1.21 -1.71 6.57 0.03
C 3.35 -0.47 5.63 0.01
N 1.08 0.19 4.70 0.31
O 1.11 1.23 5.54 0.61
H -1.84 -1.24 5.54 0.00
H -2.44 0.40 4.77 0.00
H -1.28 0.44 6.25 0.00
H -0.54 2.20 3.74 0.00
H 0.08 1.12 2.25 0.00
H -1.78 1.11 2.78 0.00
H -1.51 -1.87 3.39 0.00
H -0.42 -1.12 2.06 0.00
H 0.20 -3.43 4.32 0.00
H 2.12 -4.37 2.04 0.00
H -0.18 -4.49 1.53 0.00
H 2.84 -2.97 4.29 0.00
H 2.52 -1.45 3.07 0.00
H 0.80 -0.84 7.27 0.00
H 1.98 -2.32 7.20 0.00
H 0.29 -2.41 6.30 0.00
H 3.99 -1.42 5.95 0.00
H 3.30 0.25 6.58 0.00
H 3.88 0.05 4.73 0.00
C -2.63 3.80 0.44 0.00
Cl -3.63 4.50 -0.86 0.00
Cl -1.44 2.68 -0.27 0.00
Cl -1.77 5.11 1.29 0.00
Cl -3.67 2.92 1.59 0.00
C -2.38 3.55 -5.00 0.00
Cl -1.44 2.74 -6.28 0.00
Cl -1.72 3.13 -3.41 0.00
Cl -2.29 5.32 -5.24 0.00
Cl -4.08 3.03 -5.10 0.00
C 2.87 2.15 0.86 0.00
Cl 2.45 3.88 0.81 0.00
Cl 2.34 1.46 2.42 0.00
Cl 2.05 1.30 -0.47 0.00
Cl 4.63 1.96 0.69 0.00
C 1.00 -7.26 -0.88 0.00
Cl 0.45 -7.88 -2.46 0.00
Cl -0.17 -7.73 0.38 0.00
Cl 2.60 -7.94 -0.50 0.00
Cl 1.11 -5.48 -0.95 0.00
C -4.28 -6.82 -0.27 0.00
Cl -4.21 -7.92 1.13 0.00
Cl -2.78 -5.87 -0.35 0.00
Cl -4.47 -7.77 -1.76 0.00
Cl -5.67 -5.72 -0.09 0.00
C 5.75 3.91 -2.89 0.00
Cl 7.26 4.63 -2.27 0.00
Cl 5.99 2.17 -3.16 0.00
Cl 4.44 4.16 -1.70 0.00
Cl 5.30 4.70 -4.43 0.00
C 4.82 -6.16 -3.51 0.00
Cl 4.63 -4.51 -4.17 0.00
Cl 5.45 -6.06 -1.85 0.00
Cl 3.25 -6.98 -3.51 0.00
Cl 5.97 -7.07 -4.53 0.00
C -6.47 1.93 4.40 0.00
Cl -6.66 3.58 3.74 0.00
Cl -5.85 2.03 6.07 0.00
Cl -8.05 1.11 4.40 0.00
Cl -5.33 1.02 3.39 0.00
C -1.74 7.94 4.15 0.00
Cl -1.00 8.11 5.77 0.00
Cl -2.96 6.64 4.20 0.00
Cl -2.51 9.47 3.68 0.00
Cl -0.47 7.51 2.97 0.00
C -4.12 8.52 -0.78 0.00
Cl -4.31 10.16 -1.43 0.00
Cl -3.50 8.61 0.89 0.00
Cl -5.70 7.69 -0.78 0.00
Cl -2.97 7.60 -1.79 0.00
C 5.70 3.61 -8.19 0.00
Cl 4.06 3.44 -7.50 0.00
Cl 6.02 5.34 -8.51 0.00
Cl 6.90 2.99 -7.03 0.00
Cl 5.80 2.70 -9.71 0.00
C -1.53 -11.27 -1.71 0.00
Cl 0.21 -11.13 -1.33 0.00
Cl -2.07 -12.94 -1.39 0.00
Cl -2.45 -10.14 -0.69 0.00
Cl -1.80 -10.88 -3.43 0.00
C 2.26 3.55 -11.69 0.00
Cl 2.07 5.20 -12.34 0.00
Cl 2.88 3.64 -10.02 0.00
Cl 0.68 2.72 -11.69 0.00
Cl 3.41 2.64 -12.70 0.00
C -3.76 -0.35 -2.44 0.00
Cl -2.08 -0.35 -1.86 0.00
Cl -4.64 1.03 -1.74 0.00
Cl -3.78 -0.22 -4.22 0.00
Cl -4.56 -1.87 -1.95 0.00
```

---

Formula: C4H12NO2
Source: the OMol25 dataset
Level of theory: ωB97M-V/def2-TZVPD

For the energy above the lowest of the compared OMol25 structures with the same formula, charge and spin, the calculation gives 39.8 kcal per mole. The total charge is +1. The calculation puts the HOMO energy at -14.610 eV. The lowest unoccupied orbital energy is -3.7 eV.

```
19
Properties=species:S:1:pos:R:3:nbo_charge:R:1
O 2.65 0.67 -1.37 -0.45
C 1.72 0.44 -2.08 0.41
C 0.55 -0.42 -1.55 -0.34
N 0.02 0.08 -0.24 -0.49
C 0.93 -0.19 0.92 -0.23
C 0.19 -1.07 1.93 -0.64
H 1.64 0.77 -3.12 0.16
H -0.25 -0.51 -2.27 0.24
H 0.90 -1.43 -1.41 0.25
H -0.90 -0.32 -0.14 0.45
H -0.15 1.08 -0.35 0.45
H 1.29 0.71 1.41 0.24
H 1.82 -0.70 0.57 0.24
H -0.12 -2.00 1.46 0.22
H -0.67 -0.53 2.32 0.22
H 0.78 -1.29 2.81 0.26
H -3.17 1.88 1.01 0.48
H -4.10 1.35 -0.03 0.49
O -3.14 1.48 0.12 -0.97
```